1.
ORCA calculation (wB97M-V/def2-TZVPD) on an isolated molecule of C3H7ClO3S2.

The geometry in XYZ format:
```
16
Properties=species:S:1:pos:R:3:forces:R:3
C 2.858780 0.686097 -0.612122 0.460 1.976 1.475
C -1.755063 0.702698 -0.157962 1.974 1.121 -1.753
C -1.885407 -1.639839 1.060543 0.793 0.274 1.200
O 0.650531 1.989054 0.570061 0.704 -0.261 -0.406
O 0.534422 -0.553511 0.112807 0.584 -0.152 -0.525
O -1.112423 -1.676726 -1.397555 0.499 0.564 0.627
S 1.369119 0.716173 0.690630 1.869 0.359 0.314
S -1.066162 -0.967907 -0.134574 -2.737 1.044 -0.727
Cl 3.449435 -0.931168 -0.743256 0.390 -0.577 0.211
H 3.668385 1.434192 -0.154857 -1.824 -1.753 -0.749
H 2.631959 1.021118 -1.614337 -0.607 0.290 -0.013
H -0.863508 1.418452 -0.175326 -1.885 -0.772 0.263
H -2.327170 0.919171 -1.071590 0.238 -0.726 0.023
H -2.445638 0.808313 0.644825 -0.063 0.038 0.851
H -1.994464 -2.674562 0.892893 -0.020 -1.203 0.193
H -1.712795 -1.251554 2.089814 -0.375 -0.221 -0.986
```
Forces are in eV/Å.

- E_tot: -1600.61890 a.u.
- Frontier orbital gap: 9.5 eV
- E_LUMO: 0.55 eV



2.
ORCA calculation (wB97M-V/def2-TZVPD) on a structure of composition C3H7ClO4S2.

The geometry in XYZ format:
```
17
Properties=species:S:1:pos:R:3:forces:R:3
C 2.537290 -0.729846 -0.110520 1.905 -1.167 3.299
C -2.950304 0.347484 -0.638914 -0.029 -4.854 0.621
C 2.108617 0.225612 0.998495 -2.811 -1.641 -2.701
O -1.557540 -0.936907 1.290493 -0.532 -0.661 2.167
O -1.244026 -1.674707 -1.043942 -0.118 0.634 0.145
O 0.565283 1.397144 -1.361213 -0.253 -0.513 1.512
O -0.738062 1.950211 0.733440 1.530 -0.763 -0.413
S -1.482288 -0.627174 -0.078780 0.655 0.868 -1.939
S 0.149632 1.021451 0.004264 -0.622 0.877 -0.842
Cl 1.604846 -0.523599 2.398627 0.066 0.033 1.359
H 2.522449 -1.807988 0.284063 -0.205 1.631 -0.801
H 1.993896 -0.595425 -0.971747 -1.255 0.152 -2.056
H 3.578119 -0.465736 -0.306079 0.073 -0.195 -0.283
H -3.675432 -0.568978 -0.706409 1.100 1.881 -0.389
H -3.313177 1.032889 0.029978 -0.464 1.531 1.976
H -2.663987 0.794183 -1.521544 0.285 0.660 -2.242
H 2.564677 1.161388 0.999794 0.676 1.526 0.585
```
Forces are in eV/Å.

- E_tot: -1675.90453 a.u.
- Frontier orbital gap (spin up / spin down): 7.6 / 7.6 eV
- E_LUMO (spin up / spin down): -1.42 / -1.42 eV



3.
ORCA calculation (wB97M-V/def2-TZVPD) on a cluster of 2 separate species, C3H7ClOSi in total.

The geometry in XYZ format:
```
13
Properties=species:S:1:pos:R:3:forces:R:3
C 1.153866 -1.650802 0.702833 0.963 -1.926 2.366
C 0.806279 -1.327686 -0.507612 0.244 -0.511 -2.435
C 0.084532 1.998816 0.020162 2.132 -0.587 0.046
O -2.384909 -1.115947 0.731489 3.581 -0.890 -0.580
Si -0.093716 0.230914 -0.742312 -2.946 1.387 0.994
Cl -0.884653 0.869527 -2.505267 0.157 -0.847 -0.378
H 1.582626 -2.671283 0.900337 -0.352 1.153 -0.200
H 0.999917 -1.069391 1.603086 -0.092 0.248 -0.118
H 1.005712 -2.128853 -1.279167 -0.528 1.421 0.489
H 0.189141 1.995694 1.086437 0.420 -0.344 0.742
H 1.037918 2.435378 -0.403228 -0.544 -0.728 0.427
H -0.578221 2.833466 -0.124655 -1.176 -0.470 -0.813
H -2.918491 -0.399834 0.517897 -1.860 2.094 -0.538
```
Forces are in eV/Å.

- E_tot: -943.32116 a.u.
- Frontier orbital gap (spin up / spin down): 7.3 / 7.2 eV
- E_LUMO (spin up / spin down): -0.96 / -0.96 eV